ORCA calculation (wB97M-V/def2-TZVPD) on a structure of composition C45H69Cl3F6N13O2SeSiY.

Atoms and positions in Å:
1 H 3.533573 -1.855444 -1.882273
2 H -6.453401 1.164580 1.472395
3 N 1.465567 2.210592 5.164687
4 H -3.804322 -0.711985 3.577396
5 C -1.683290 -5.479314 -2.596369
6 C -1.909175 -1.938894 1.068649
7 H 1.989134 5.370294 5.530725
8 N -1.174309 1.406568 -4.075687
9 H -5.329214 5.770962 -3.035798
10 H 0.220061 -6.330611 -3.184222
11 F -4.949389 4.793571 2.792538
12 H -2.786988 -4.261662 -3.982636
13 C 3.125022 -0.694572 1.460539
14 C 4.808907 -3.326681 -2.836687
15 H -1.038428 -2.256222 1.641742
16 H 0.404557 0.013636 -4.528299
17 H 6.145249 -1.724520 1.046985
18 H -2.479560 -2.846257 0.817400
19 H 1.960939 -3.092630 2.327993
20 C -3.161837 -1.462339 3.120804
21 N 4.314198 -0.741809 0.753542
22 H -4.849508 -2.106860 1.276302
23 H 0.781276 0.190935 -1.805558
24 Cl 3.660879 3.230496 0.926346
25 H 4.861193 -3.833768 -3.805522
26 N -0.856428 1.565528 -1.913745
27 C 0.833556 -2.982312 -4.934148
28 H 4.345441 -3.848591 -0.803558
29 C -0.273728 -5.959588 -2.283444
30 C -2.650561 4.001542 -1.915639
31 N 0.710920 2.099816 2.891847
32 H -0.223289 0.286778 3.467260
33 H 3.795326 -5.907794 -3.006907
34 H 3.304413 4.502028 4.718277
35 H 0.647660 -3.083633 -8.278592
36 C 3.038254 -2.664216 -5.906450
37 H -2.381128 2.379955 4.176782
38 C 0.720065 0.654167 3.033093
39 H -5.823536 1.107347 -0.182204
40 Si 1.934742 2.988593 -0.272524
41 Cl 1.216442 5.018545 -0.522081
42 H -3.585412 5.819766 -1.291530
43 H 5.327212 -0.271297 -0.991458
44 C -4.589622 4.981222 -2.993697
45 H -1.259849 -4.845873 -4.604425
46 H 4.093054 -1.385800 -3.491360
47 C 0.856421 -0.063420 1.691779
48 C -3.393323 -0.009071 1.145108
49 C -3.818020 4.692920 2.056145
50 H 1.533764 0.331140 3.694927
51 Cl 2.866597 2.684097 -2.158786
52 C -1.743255 -4.438940 -3.711586
53 C 2.444399 -2.787618 -7.153451
54 H 0.332883 -5.156864 -1.864050
55 Y -0.811136 2.626290 0.334161
56 C 0.496469 1.360460 5.837330
57 H 5.070606 -2.116593 3.570306
58 H 3.016085 2.886480 6.436937
59 H -4.016747 3.074612 4.282233
60 C 2.266755 4.420006 5.068596
61 N 2.464650 -2.640495 -3.446751
62 H -6.199075 -1.293508 0.488047
63 N 2.130251 -0.017736 1.044754
64 F -1.447041 6.057277 3.313078
65 N 1.381157 4.106122 3.974155
66 C -1.595996 1.995725 -2.927184
67 H 4.562244 -3.111096 2.184145
68 C 2.208834 -2.763195 -4.799907
69 C -3.621871 5.018447 -2.016832
70 C -5.540749 1.143803 0.875737
71 H 2.691941 -2.940636 3.937192
72 H 5.585227 -4.849159 -1.541614
73 C 3.584962 -5.436929 -2.043995
74 N 0.302166 -2.997737 -3.655420
75 C -1.117121 -3.087521 -3.360296
76 C -5.509086 -1.246387 1.334782
77 C -2.649826 4.026267 2.831901
78 H -1.215426 -2.874843 -2.293806
79 H 2.581673 -5.022677 -2.077323
80 Se 1.111452 -2.508399 -0.960950
81 F -3.134858 5.601700 4.592024
82 F -4.150953 3.946111 0.986564
83 C -3.199921 2.817377 3.608899
84 C -0.122743 0.571237 -3.774301
85 H -3.370230 1.379558 -0.151353
86 O -1.620799 3.652967 2.030895
87 C 2.275795 -2.378102 3.101047
88 H -4.989934 2.062249 1.061383
89 H 1.059670 6.021512 3.297208
90 N -4.753268 -0.008653 1.264829
91 C 4.622171 -4.365824 -1.727074
92 C 3.744263 -2.227483 -2.886219
93 F -1.306207 4.462184 4.764539
94 C 4.623530 -2.085145 2.574881
95 H 0.515199 4.755958 2.217669
96 H -3.714210 2.134288 -4.580618
97 H -0.384668 1.210091 5.217826
98 N 3.301902 -1.470859 2.625327
99 C 1.296662 -2.755042 -2.755350
100 C 1.313000 5.042339 2.888492
101 H 0.162659 1.838459 6.762633
102 H 3.057664 -2.713079 -8.040795
103 H -1.610965 -2.276371 -3.901900
104 H 1.403391 -1.847097 3.475689
105 C 2.074472 3.233952 6.007259
106 H -0.821314 -3.250994 -6.295798
107 C -2.675516 2.971595 -2.895251
108 H -1.557947 -1.470304 0.154169
109 C 5.382696 -1.185949 1.613412
110 H 4.995534 1.132094 0.049405
111 H 5.865303 -0.346807 2.135335
112 H 2.254241 5.115310 2.347262
113 H 3.679989 0.380209 -0.855798
114 H -2.288500 -1.602506 3.763201
115 C 1.073903 -2.997438 -7.288436
116 O -1.756598 4.017251 -0.971361
117 N -2.720436 -1.008175 1.822981
118 H -2.304677 -6.330575 -2.887597
119 H -3.703912 -2.415868 3.086341
120 H 5.769676 -2.823277 -2.703940
121 C -2.126455 5.052341 3.872048
122 H 0.918193 0.383382 6.088621
123 N -2.731566 0.868103 0.460680
124 H -0.290836 -6.770070 -1.554797
125 C 4.599415 0.181320 -0.313376
126 H -5.416740 3.910034 -4.672419
127 C -3.679039 2.952145 -3.868005
128 H 0.090508 0.378606 1.026635
129 C 0.059961 0.683078 -2.434624
130 H 3.586691 -6.218725 -1.283831
131 H 1.399807 3.494190 6.830283
132 H -3.541493 2.080641 2.882219
133 C -4.638834 3.941037 -3.921958
134 H -6.094392 -1.305618 2.256205
135 H -2.137974 -5.060863 -1.692686
136 C 0.242353 -3.096601 -6.182976
137 H 4.099739 -2.489628 -5.804856
138 H 0.509808 -1.093277 1.812566
139 C 1.132543 2.765771 3.914791
140 F -3.528490 5.922194 1.612265
141 H -1.521815 1.629961 -4.990167

Atoms 1-6, force components in eV/Å:
H 0.0 0.0 0.0
H 0.0 0.0 0.0
N 0.1 0.1 0.0
H 0.0 0.0 0.0
C 0.0 0.0 0.0
C 0.0 -0.1 -0.1

Values from the calculation:
- molar mass (g mol⁻¹) = 1240.43
- F_max (eV/Å) = 0.912
- total energy (Ha) = -7327.87394
- gap between HOMO and LUMO (eV) = 7.5
- relative energy (zero: lowest compared OMol25 entry of this formula, charge and spin) (kJ/mol) = 4.1
- multiplicity = 1
- E_HOMO (eV) = -7.3